Density functional theory data (ωB97M-V/def2-TZVPD) for a cluster of 2 separate species, C4H13NO in total.

Each line ends with the Mulliken charge.
Element x y z (Å)
C  1.04117  0.24474  2.44757  -1.0022
N  1.54980  -0.12564  1.19544  -0.4453
C  0.21070  -1.38624  -0.37194  -1.8507
C  0.88361  -0.06103  -0.14197  0.6919
C  -0.12496  1.12710  -0.23443  -2.4350
H  -0.00204  -0.10226  2.62146  0.3452
H  1.69685  0.05633  3.22802  0.4425
H  0.73378  1.44570  2.45601  0.2208
H  1.75494  -1.10038  1.10164  0.2356
H  -0.35016  -1.28164  -1.34489  0.5724
H  1.00777  -2.19666  -0.53334  0.3196
H  -0.59861  -1.75387  0.31571  0.4300
H  1.79939  0.00259  -0.77486  0.4052
H  -0.59694  1.31881  -1.15749  1.0236
H  -0.94266  1.04320  0.64368  0.2488
H  0.38088  2.04630  0.16849  0.2657
H  -2.78834  0.95077  -3.25339  0.5330
H  -3.03739  -0.26889  -2.79256  0.5680
O  -2.61779  0.04104  -3.57315  -1.5690

Output
Spin multiplicity ... 2
Energy above the lowest of the compared OMol25 structures with the same formula, charge and spin ... 176.3 kJ/mol
Total charge ... -1